No. 1
174
Properties=species:S:1:pos:R:3 method="wB97M-V/def2-TZVPD" energy_ev=-79159.19933 smiles=CCN(CC)CC.CCN(CC)CC.C1CCOC1.C1CCOC1.C1CCOC1.C1CCOC1.C1CCOC1.C1CCOC1.C1CCOC1.C1CCOC1.C1CCOC1.C1CCOC1 fmax_ha_per_bohr=0.0251
C 7.29611 -17.50196 9.01056
C 8.65822 -17.92263 8.48186
C 8.25083 -18.87143 7.37054
O 7.16298 -18.19702 6.73678
C 6.41564 -17.52507 7.73283
H 7.31077 -16.52617 9.50236
H 6.91919 -18.18302 9.77696
H 9.31775 -18.36808 9.22581
H 9.17411 -17.07870 8.02043
H 7.91282 -19.84830 7.73671
H 9.02343 -19.02249 6.61733
H 5.51210 -18.09947 7.96399
H 6.14170 -16.51720 7.42339
C 0.85733 -23.03411 9.07044
C 0.54363 -23.16709 7.57649
C 1.19782 -24.49126 7.16950
O 1.99662 -24.92664 8.26927
C 2.13068 -23.86775 9.19622
H 0.06653 -23.46367 9.68967
H 0.99338 -22.00063 9.38928
H 0.99139 -22.32361 7.05167
H -0.52349 -23.12831 7.36277
H 1.79460 -24.38123 6.25760
H 0.47514 -25.29124 6.98990
H 3.03518 -23.28046 8.98826
H 2.28835 -24.27906 10.19504
C -0.43646 -13.16690 8.24141
C -1.01084 -14.57390 8.35311
C -1.61779 -14.77755 6.95614
O -1.90128 -13.47390 6.43883
C -1.49924 -12.48182 7.38125
H 0.50590 -13.17902 7.69695
H -0.30803 -12.63585 9.18688
H -1.78798 -14.64895 9.11593
H -0.21807 -15.28756 8.58250
H -2.56381 -15.32461 7.01422
H -0.93522 -15.29265 6.27628
H -2.35771 -12.17492 7.98843
H -1.06978 -11.63173 6.85192
C 4.65417 -21.36760 6.75548
C 5.16253 -22.80714 6.67482
C 5.84663 -23.03715 8.02885
O 5.16464 -22.19235 8.94153
C 4.80253 -20.99935 8.24784
H 3.59674 -21.32913 6.49358
H 5.22097 -20.65749 6.15741
H 5.83016 -22.98707 5.82973
H 4.35963 -23.53660 6.54982
H 6.90964 -22.76530 7.99153
H 5.72531 -24.06308 8.37127
H 5.61794 -20.27156 8.37089
H 3.91315 -20.58041 8.71264
C 7.86055 -19.79881 1.80750
C 7.02311 -19.11094 2.89252
C 5.88124 -20.09371 3.07961
O 6.46230 -21.38548 2.91526
C 7.54106 -21.29554 2.01141
H 8.92431 -19.58705 1.91483
H 7.59011 -19.47530 0.80077
H 6.68552 -18.13365 2.55104
H 7.58964 -19.03143 3.81896
H 5.08583 -19.96692 2.33770
H 5.44081 -20.03021 4.07448
H 7.29441 -21.79313 1.06681
H 8.42266 -21.81135 2.40497
C -2.00605 -22.36658 3.17779
C -0.63345 -21.85564 2.74028
C -0.31248 -20.88369 3.87859
O -0.85765 -21.46738 5.05310
C -1.85357 -22.43887 4.69790
H -2.28710 -23.33178 2.75613
H -2.78653 -21.65612 2.89771
H -0.66455 -21.35473 1.77305
H 0.08280 -22.67661 2.69699
H -0.76325 -19.90124 3.69545
H 0.77015 -20.76911 3.97976
H -2.80309 -22.22809 5.19356
H -1.48580 -23.41354 5.03130
C 1.16225 -18.85311 1.15496
C 0.66088 -17.46772 1.57795
C 1.95748 -16.66720 1.50206
O 2.94890 -17.54500 2.01988
C 2.57339 -18.90083 1.75491
H 1.20442 -18.93232 0.06626
H 0.53075 -19.67672 1.48760
H 0.35784 -17.49547 2.62824
H -0.14815 -17.11784 0.94122
H 1.93950 -15.78623 2.14346
H 2.19433 -16.33953 0.48194
H 2.63924 -19.47934 2.67894
H 3.28032 -19.31802 1.03206
C 0.07590 -15.73154 13.01681
C 0.46610 -14.92170 11.78908
C 0.96571 -13.60878 12.39066
O 0.36994 -13.50392 13.67820
C -0.49666 -14.62724 13.90424
H 0.91068 -16.24025 13.49870
H -0.67252 -16.49398 12.78762
H -0.40673 -14.78555 11.14524
H 1.20661 -15.40435 11.14817
H 0.69197 -12.75831 11.75857
H 2.05068 -13.59734 12.52212
H -1.51881 -14.36922 13.61603
H -0.40010 -14.84441 14.96573
C 1.59207 -12.35315 3.49256
C 2.91199 -13.04400 3.83545
C 2.51090 -13.99229 4.98240
O 1.26611 -13.52045 5.49842
C 0.88774 -12.30982 4.84030
H 1.02499 -12.94102 2.76567
H 1.71987 -11.36568 3.04808
H 3.65221 -12.31570 4.17125
H 3.35352 -13.62007 3.02245
H 3.28338 -14.03064 5.75059
H 2.31149 -14.99047 4.58654
H 1.17125 -11.42879 5.42891
H -0.19883 -12.34383 4.76185
C -3.30938 -17.49814 10.38477
C -1.92640 -17.60526 9.76780
C -1.49238 -19.04108 10.11239
O -2.36192 -19.46800 11.16608
C -3.11820 -18.35143 11.62716
H -4.08045 -17.94108 9.74954
H -3.63562 -16.48388 10.62262
H -1.22925 -16.87741 10.19323
H -1.89692 -17.38521 8.69899
H -0.45276 -19.01701 10.45116
H -1.63730 -19.71234 9.26873
H -2.52665 -17.80555 12.37571
H -4.03526 -18.71370 12.08570
C 4.07232 -17.65725 5.17476
C 2.67991 -18.17579 5.54968
N 2.58525 -18.56456 6.94223
C 1.44437 -19.43303 7.16931
C 0.04921 -18.86441 6.86314
C 2.65004 -17.39421 7.81236
C 2.67969 -17.74755 9.28914
H 4.78460 -18.19898 5.79533
H 4.18935 -16.58317 5.29635
H 4.26577 -17.85701 4.12155
H 1.91790 -17.41333 5.29732
H 2.48561 -19.05456 4.92717
H 1.48663 -19.79948 8.19810
H 1.56929 -20.30941 6.52552
H -0.66725 -19.66007 7.07009
H -0.04283 -18.63062 5.80302
H -0.17043 -18.01028 7.50312
H 3.58260 -16.88897 7.56459
H 1.80382 -16.71278 7.61491
H 1.72903 -18.11881 9.66873
H 3.48004 -18.45728 9.51092
H 2.94708 -16.85644 9.86615
C -3.67665 -19.85839 7.03476
C -4.05918 -18.46633 6.56118
N -4.37745 -18.44794 5.12958
C -5.43015 -17.49673 4.81686
C -6.78762 -17.92472 5.34822
C -3.15940 -18.21548 4.37396
C -3.31895 -18.40629 2.86570
H -3.50724 -19.87695 8.11598
H -2.74704 -20.18797 6.56892
H -4.47976 -20.57091 6.84581
H -4.90912 -18.09255 7.13217
H -3.22510 -17.77144 6.76166
H -5.18833 -16.49624 5.22812
H -5.51280 -17.36950 3.74051
H -7.57232 -17.30056 4.91354
H -7.00808 -18.96563 5.10578
H -6.89683 -17.82165 6.42957
H -2.40382 -18.93432 4.70360
H -2.72474 -17.21374 4.55549
H -3.69373 -19.39741 2.61657
H -2.34657 -18.28041 2.37608
H -3.93604 -17.62299 2.42573


No. 2
22
Properties=species:S:1:pos:R:3 method="wB97M-V/def2-TZVPD" energy_ev=-9974.64965 smiles=CC(C)CN.O.O fmax_ha_per_bohr=0.0991
C 1.49129 0.60137 0.80129
C 1.10210 0.87440 -0.63756
C 0.96370 -0.42837 -1.40657
C -0.22452 1.71262 -0.67655
N 2.81337 0.00115 1.03851
H 0.72616 -0.01385 1.33531
H 1.13162 1.49376 1.47637
H 1.92193 1.49419 -1.09078
H -0.04559 -0.73012 -1.14525
H 1.82171 -0.95138 -0.93010
H 0.93200 -0.25947 -2.46905
H -1.01134 0.99833 -1.05723
H -0.51705 1.85652 0.39015
H -0.08088 2.51918 -1.42139
H 3.08191 -0.17622 2.00373
H 3.56378 0.41527 0.55940
H -3.98285 -0.71592 0.39364
H -4.51738 0.67633 0.75195
O -4.79207 -0.28889 0.42822
H -2.03513 -3.53498 0.17238
H -0.71784 -2.54767 0.59982
O -1.62492 -2.99626 0.88373


No. 3
79
Properties=species:S:1:pos:R:3 method="wB97M-V/def2-TZVPD" energy_ev=-114769.13359 charge=-1 fmax_ha_per_bohr=0.0119
Zn -1.51270 0.71773 -0.24758
C -4.72155 -0.52562 2.47502
C -3.70592 -0.42351 1.37791
N -3.53446 0.63295 0.67257
O -4.26326 1.75292 1.08380
C -2.80874 -1.55863 1.11134
C -3.12509 -2.94606 1.56320
N -1.68791 -1.26907 0.49234
O -0.81856 -2.17061 0.26676
H -5.10231 0.45315 2.74576
H -4.27812 -1.00558 3.34816
H -5.55892 -1.14899 2.15152
H -3.82441 2.47306 0.59409
H -4.14839 -3.23101 1.30050
H -3.01532 -3.07257 2.64622
H -2.42516 -3.62238 1.07490
O -3.77609 4.24155 -1.00796
S -2.65455 3.55051 -1.61807
O -1.82687 4.30870 -2.52689
N -1.80602 2.78887 -0.48682
C -0.93087 3.53885 0.30879
C -0.59517 4.86826 0.14198
C 0.34152 5.50533 0.98270
C 0.96800 4.84678 1.99751
C 0.64012 3.48993 2.22544
C 1.24184 2.72116 3.24837
C 0.87588 1.42317 3.44335
C -0.12581 0.87995 2.61528
N -0.69857 1.56109 1.66068
C -0.31965 2.84860 1.41702
C -3.32023 2.20318 -2.54185
C -4.55851 1.67722 -2.19492
C -5.08230 0.63658 -2.94603
C -4.37634 0.14263 -4.03644
C -3.14617 0.68476 -4.38023
C -2.60767 1.71789 -3.62918
H -1.03476 5.43072 -0.66942
H 0.57440 6.54704 0.79639
H 1.70311 5.33550 2.62566
H 2.00334 3.18198 3.86867
H 1.33845 0.80921 4.20447
H -0.44951 -0.15110 2.73096
H -5.09846 2.08312 -1.35134
H -6.04305 0.21321 -2.68106
H -4.78540 -0.67593 -4.61730
H -2.59145 0.28716 -5.22049
H -1.64147 2.14132 -3.86397
C 4.51000 -4.52027 2.22658
C 4.49247 -3.04689 1.89866
C 5.32973 -2.18501 2.59924
C 5.32194 -0.82146 2.33989
C 4.50359 -0.32381 1.34184
C 3.66209 -1.17344 0.62542
N 2.82676 -0.58974 -0.35627
C 2.63976 -1.09031 -1.63222
C 3.64192 -1.84235 -2.26163
C 3.46994 -2.32083 -3.54800
C 2.29662 -2.06174 -4.25121
C 1.30466 -1.32157 -3.62954
C 1.45745 -0.82792 -2.33834
C 0.33752 -0.05855 -1.72344
O -0.82454 -0.12597 -2.18871
O 0.58817 0.64603 -0.69093
C 3.62292 -2.54412 0.91776
C 2.62705 -3.44163 0.23132
H 5.30863 -4.74289 2.93457
H 4.66507 -5.13096 1.33481
H 3.56671 -4.84399 2.67223
H 5.98749 -2.58883 3.36116
H 5.96974 -0.15497 2.89660
H 4.50188 0.72991 1.08881
H 2.07633 0.01698 -0.04591
H 4.55758 -2.04312 -1.71697
H 4.26280 -2.89929 -4.00899
H 2.15946 -2.43572 -5.25752
H 0.36338 -1.12251 -4.12669
H 3.00564 -3.81533 -0.72481
H 1.69559 -2.90942 0.02922
H 2.38474 -4.30335 0.85131


No. 4
8
Properties=species:S:1:pos:R:3 method="wB97M-V/def2-TZVPD" energy_ev=-12080.45428 charge=+1 fmax_ha_per_bohr=0.0372
O 0.73383 1.74494 -0.15946
C -0.48156 1.39025 -0.43174
O -0.79512 0.30133 -0.91745
Ag -1.45729 -1.43336 0.87296
Li 0.92510 -1.00765 -0.91472
H -1.23540 2.11382 -0.08681
H 1.36515 0.96429 -0.25737
F 0.66190 -0.98040 0.84694


| no. | HOMO energy (eV) |
| --- | --- |
| 1 | -8.38 |
| 2 | -9.15 |
| 3 | -4.81 |
| 4 | -15.62 |